Here is C4H9N3OP as an isolated structure from OMol25. Energies are from ωB97M-V/def2-TZVPD.

```
18
Properties=species:S:1:pos:R:3:nbo_charge:R:1
P -1.25764 -1.55955 1.76125 0.32
O -3.23416 -0.54050 -0.85173 -0.43
N -1.06990 0.01504 -1.76566 -0.65
N 0.05076 0.34599 0.03282 -0.40
N 1.24438 0.55689 -1.91802 -0.74
C -2.12870 -0.23111 -0.69372 0.71
C 0.16398 0.21793 -1.27298 0.67
C -1.18838 -0.08634 0.50619 -0.38
C 1.09183 0.58689 0.99094 -0.41
H -2.66172 -1.52295 2.21734 0.05
H 2.00508 0.73773 -1.27385 0.44
H 1.91941 1.10621 0.50067 0.21
H 0.60083 1.20532 1.80412 0.25
H -1.11067 -0.24399 -2.78237 0.44
H 1.59570 -0.28030 1.32971 0.24
H -1.54118 0.87050 1.44363 0.27
H 1.08054 0.68442 -2.89162 0.44
H -1.50720 -2.52681 0.77480 -0.01
```

The calculation puts the frontier orbital gap at 9.909 eV. For the total energy, the calculation gives -20092.4925 eV. The net charge is +1. The energy above the lowest of the compared OMol25 structures with the same formula, charge and spin comes out at 21.7 kcal/mol. The spin multiplicity is 1.